A structure of composition C28H78CoN8O15, computed with ωB97M-V with the def2-TZVPD basis set.

Each line ends with the Mulliken charge.
Cartesian coordinates (Å):
1 Co 2.3524 2.3757 1.4540  1.8109
2 O 1.8880 0.3710 0.8564  -1.1668
3 C 0.5854 0.5402 0.3848  1.0278
4 C 0.0751 1.9134 -0.1962  0.4752
5 O 0.7933 3.0544 0.2511  0.1153
6 H -0.1068 0.2098 1.1815  -0.2209
7 H 0.3923 -0.1920 -0.4191  -0.2006
8 H -0.9915 1.9711 0.0547  0.1114
9 H 0.1086 1.8781 -1.2917  -1.1838
10 C -1.8332 -1.6154 -1.9984  -0.6772
11 O -2.6067 -2.7824 -1.9804  -0.3541
12 C -2.0746 -3.8079 -2.7984  -0.8811
13 C -2.9786 -5.0258 -2.8309  -0.0535
14 N -2.8974 -5.7371 -1.5423  -0.3589
15 C -4.0061 -6.6354 -1.3027  -0.6538
16 C -3.7955 -8.0035 -2.0095  -0.6217
17 O -4.5434 -8.1163 -3.2123  -0.3487
18 C -3.7477 -8.4212 -4.3267  -0.6056
19 H -2.4995 -0.8500 -1.5970  0.2756
20 H -1.5215 -1.2635 -2.9933  0.3115
21 H -0.9036 -1.7355 -1.4275  0.2494
22 H -1.0501 -4.0212 -2.4711  0.3825
23 H -2.0448 -3.4517 -3.8385  0.3959
24 H -2.5724 -5.6712 -3.6090  -0.0206
25 H -4.0061 -4.6885 -2.9917  0.3060
26 H -2.7105 -5.0835 -0.7966  0.2638
27 H -5.0053 -6.2265 -1.4951  0.3395
28 H -3.9877 -6.8981 -0.2407  0.4434
29 H -4.1537 -8.7267 -1.2735  0.3296
30 H -2.7341 -8.1181 -2.2233  0.4319
31 H -3.2030 -9.3663 -4.1980  0.3069
32 H -3.0167 -7.6326 -4.5241  0.2284
33 H -4.3272 -8.6108 -5.2296  0.2539
34 C -7.3035 -1.1280 2.2234  -0.3787
35 O -8.1191 -0.1666 2.8744  -0.4059
36 C -8.3109 -0.3300 4.2700  -0.6069
37 C -6.9954 -0.5585 5.0064  -0.4942
38 N -6.1483 0.6372 4.9203  -0.3286
39 C -4.8824 0.4509 5.6182  -0.9160
40 C -3.8344 -0.1686 4.6948  -0.4025
41 O -3.5444 0.6865 3.6174  -0.3867
42 C -3.0215 0.0058 2.4786  -0.4098
43 H -6.2746 -0.7617 2.1490  -0.0585
44 H -7.6746 -1.1072 1.1979  0.2713
45 H -7.3832 -2.1112 2.6861  0.3205
46 H -8.9398 -1.2234 4.3990  0.3618
47 H -8.9252 0.4734 4.6656  0.3622
48 H -6.5244 -1.5095 4.7293  0.2396
49 H -7.1771 -0.6115 6.0848  0.4771
50 H -5.9643 0.8913 3.9559  0.2745
51 H -5.0180 -0.2464 6.4471  0.4012
52 H -4.4581 1.3667 6.0358  0.3580
53 H -4.1429 -1.1611 4.3403  0.3964
54 H -2.9197 -0.3946 5.2660  0.3950
55 H -2.4242 0.6884 1.8780  -0.0103
56 H -3.8683 -0.4408 1.9563  0.2078
57 H -2.3073 -0.7382 2.8510  0.3282
58 C 0.3816 1.6434 3.9727  -1.0832
59 O 1.3742 2.5540 3.5490  -0.2833
60 C 1.1377 3.9380 3.8098  -0.6183
61 C 2.4227 4.6348 3.3834  -0.9036
62 N 2.6025 4.4312 1.9345  0.1516
63 C 3.9086 4.9220 1.4552  -0.8193
64 C 4.0728 4.3956 0.0371  -0.5035
65 O 3.6877 3.0112 -0.0443  0.0085
66 C 3.7808 2.5032 -1.3566  -0.8798
67 H -0.4859 1.7730 3.3119  0.3713
68 H -0.0276 1.8718 4.9629  0.3881
69 H 0.6561 0.5917 3.9544  0.3391
70 H 0.8454 4.1469 4.8441  0.5012
71 H 0.2647 4.3355 3.2760  0.4056
72 H 3.2604 4.1137 3.8433  0.3252
73 H 2.2621 5.6878 3.6362  0.3966
74 H 1.8416 4.8777 1.4268  0.1418
75 H 4.6578 4.5480 2.1512  0.3983
76 H 3.8766 6.0152 1.4755  0.4053
77 H 5.0801 4.6111 -0.3281  0.3989
78 H 3.3639 4.8618 -0.6558  0.3096
79 H 4.8331 2.5106 -1.6496  0.4583
80 H 3.1457 2.9788 -2.1062  0.4404
81 H 3.5058 1.4495 -1.4111  -0.2403
82 C 6.8383 0.6874 -5.8719  -0.8284
83 O 5.7811 0.2882 -5.0515  -0.3099
84 C 6.1848 -0.6707 -4.0667  -0.8308
85 C 4.9815 -1.1142 -3.2864  0.2475
86 N 4.0463 -1.8385 -4.1662  -0.4393
87 C 2.7605 -2.1079 -3.5291  -1.3684
88 C 1.8884 -0.8875 -3.2466  2.1302
89 O 1.5088 -0.3018 -4.4761  -0.5447
90 C 1.1271 1.0508 -4.3111  -0.4108
91 H 6.8054 0.1210 -6.8140  0.2975
92 H 7.8403 0.6562 -5.4412  0.3191
93 H 6.7158 1.6931 -6.2899  0.2488
94 H 6.9279 -0.1107 -3.4821  0.4449
95 H 6.6529 -1.5216 -4.5804  0.3874
96 H 4.5431 -0.1776 -2.9174  -0.1162
97 H 5.2722 -1.7847 -2.4772  0.3321
98 H 3.8553 -1.1662 -4.9084  0.3614
99 H 2.7476 -2.7234 -2.6322  0.4092
100 H 2.2249 -2.5954 -4.3553  0.4395
101 H 2.4594 -0.2212 -2.5926  -0.9148
102 H 0.9969 -1.2295 -2.7111  -0.2984
103 H 1.9894 1.6646 -4.0182  0.1545
104 H 0.3829 1.0966 -3.5087  -0.0403
105 H 0.7677 1.4701 -5.2472  0.4213
106 C 4.2600 1.0768 3.4689  0.5363
107 O 3.9227 1.6707 2.4408  -0.4867
108 N 3.4762 0.0984 3.9436  -0.1782
109 N 5.3404 1.4165 4.2122  -0.4375
110 H 3.7226 -0.4646 4.7350  0.2004
111 H 2.6936 -0.1990 3.3764  -0.1099
112 H 5.4787 0.9836 5.1034  0.1521
113 H 5.9954 2.0896 3.8644  0.2449
114 C 0.0550 5.2813 -2.6870  0.3895
115 O -0.2417 6.3602 -3.2048  -0.7225
116 N 0.9292 5.2064 -1.6402  0.0202
117 N -0.4807 4.0953 -3.0770  -0.2957
118 H 1.2942 6.1191 -1.4234  0.2459
119 H 0.9134 4.4180 -0.9749  -0.2603
120 H -1.3570 4.1839 -3.5598  0.1944
121 H -0.1051 3.2419 -2.7185  0.2457
122 O -0.8776 5.2083 1.2428  -0.7157
123 H -0.4269 4.4068 0.9025  0.1093
124 H -0.4436 5.9421 0.7956  0.3113
125 O 2.7593 -2.1779 -0.1562  -0.6988
126 H 2.5946 -1.2921 0.2380  0.4226
127 H 3.7097 -2.2046 -0.3039  0.2397
128 O 1.6301 -1.4384 2.4213  -0.8333
129 H 1.0171 -2.1092 2.1054  0.2937
130 H 1.6777 -0.7718 1.6941  0.2259

<S²> = 3.756
Strongest force on any atom = 2.31 eV Å⁻¹
HOMO (alpha / beta) = -8.48 / -8.50 eV
Spin multiplicity = 4